Record 1
The following is a DFT calculation (wB97M-V/def2-TZVPD) of the molecule C7H11NO2S2 at a distorted geometry.

Geometry as ORCA input:
```
! wB97M-V def2-TZVPD RIJCOSX def2/J DEFGRID3
* xyz 0 1
C -0.79638 -0.03383 1.02491
C -0.22337 0.12639 -0.17733
C 1.80452 -0.67378 1.07911
C -3.01605 -1.04227 0.26273
C 2.53902 1.41847 -1.45426
C -2.30821 -0.01017 1.28756
C 1.89237 -0.01735 -1.43044
N 1.09525 -0.19939 -0.28929
O 0.37036 -0.15860 3.40539
O -0.81663 0.78848 -1.14749
S 3.32782 -1.08731 1.13344
S 0.30344 -0.88176 2.15992
H -3.33841 -0.51205 -0.60234
H -3.82554 -1.40303 0.84801
H -2.37135 -1.90760 -0.00527
H 2.83984 1.50487 -2.50506
H 1.82904 2.21062 -1.40261
H 3.43908 1.55360 -0.85011
H -2.22193 -0.46644 2.20052
H -2.74075 0.98118 1.26464
H 1.28344 -0.01087 -2.36827
H 2.64417 -0.86903 -1.38952
H -1.70973 0.68987 -1.04423
*
```

Calculated values
E_LUMO (alpha / beta) in eV: -0.7 / -0.7
Relative energy (zero: lowest compared OMol25 entry of this formula, charge and spin) in kcal/mol: 94.6
Molecular weight in g/mol: 205.3
Calculated total energy in eV: -34689.365
Strongest force on any atom in eV/A: 5.53
Orbital gap (alpha / beta) in eV: 7.31 / 7.31
HOMO (alpha / beta) in eV: -7.99 / -7.99

Record 2
The following is a DFT calculation (wB97M-V/def2-TZVPD) of a structure of composition C29H43BrGeSiSn at a distorted geometry.

Geometry as ORCA input:
```
! wB97M-V def2-TZVPD RIJCOSX def2/J DEFGRID3
* xyz 2 1
Sn -0.58834 -2.36987 1.82853
C -2.65755 -1.63603 2.71956
C -2.78299 -3.03874 2.48677
C -2.05274 -3.71758 3.52223
C -1.47129 -2.75935 4.34527
C -1.81658 -1.46635 3.84814
H -3.18812 -0.85670 2.19524
H -3.43442 -3.50197 1.76105
H -2.00043 -4.78836 3.64224
H -0.87320 -2.95450 5.22205
H -1.59124 -0.52129 4.31858
Ge 1.78047 -0.77310 3.39725
C 2.65188 -2.40712 3.77436
C 3.07206 -2.54692 5.10165
C 3.96330 -3.55564 5.43987
C 4.41684 -4.42828 4.46404
C 3.97230 -4.31659 3.14815
C 3.09101 -3.31215 2.80112
C 2.36858 0.40562 2.05635
C 2.26875 1.77330 2.34509
C 2.97114 2.69056 1.58044
C 3.73815 2.24870 0.51201
C 3.80662 0.89412 0.19310
C 3.12925 -0.03043 0.96210
H 1.17236 -0.09015 4.61893
H 2.71530 -1.87333 5.87317
H 4.29291 -3.66223 6.46390
H 5.11614 -5.21039 4.72730
H 4.32022 -5.01460 2.39922
H 2.74184 -3.24321 1.77671
H 1.65291 2.12172 3.16642
H 2.92392 3.74379 1.82039
H 4.28698 2.96586 -0.08449
H 4.40566 0.56507 -0.64519
H 3.20612 -1.08365 0.72232
C 0.53841 -0.87085 -3.31958
C 0.19120 0.62614 -3.34234
C -0.20210 1.02991 -4.78347
C 1.47088 1.37752 -2.94934
Si -1.29883 1.10412 -2.26895
Br -0.76639 -0.48305 -0.13319
C -2.97713 0.32891 -2.67647
C -3.92700 0.15009 -1.48323
C -3.62371 1.30779 -3.68922
C -2.83274 -1.05099 -3.33370
C -1.25203 2.76769 -1.36334
C -2.53257 3.03333 -0.56060
C -1.14813 3.83342 -2.48218
C -0.07181 2.92379 -0.39517
H 1.38492 -1.02476 -3.99355
H -0.27045 -1.50867 -3.66690
H 0.83703 -1.20333 -2.32685
H 0.65713 0.85348 -5.43533
H -0.46237 2.08760 -4.87078
H -1.03030 0.44028 -5.17364
H 2.27102 1.05576 -3.62109
H 1.78022 1.14043 -1.92972
H 1.38618 2.45844 -3.04795
H -4.12327 1.06576 -0.93361
H -3.55122 -0.59891 -0.78679
H -4.88394 -0.20709 -1.87200
H -3.87065 2.26908 -3.23716
H -4.55656 0.86606 -4.04761
H -2.99885 1.49245 -4.56459
H -2.36602 -1.77275 -2.66147
H -2.27167 -1.02759 -4.26612
H -3.83356 -1.41895 -3.57271
H -3.42914 3.03247 -1.17851
H -2.45359 4.02710 -0.11280
H -2.66241 2.31331 0.24899
H -1.94917 3.74998 -3.22020
H -0.19602 3.80120 -3.00965
H -1.23655 4.82206 -2.02514
H -0.11548 2.19926 0.41723
H -0.12890 3.92415 0.04376
H 0.89775 2.83514 -0.87896
*
```

Calculated values
E_LUMO in eV: -7.8
Molecular weight in g/mol: 691.0
Calculated total energy in eV: -171023.769
Strongest force on any atom in eV/A: 1.09
Orbital gap in eV: 6.95
HOMO in eV: -14.80

Record 3
The following is a DFT calculation (wB97M-V/def2-TZVPD) of a structure of composition C34H35AuF3N4O2S.

Geometry as ORCA input:
```
! wB97M-V def2-TZVPD RIJCOSX def2/J DEFGRID3
* xyz -1 3
Au 0.21273 -2.03098 -0.08937
C 5.03493 2.91713 -0.32628
C 4.11878 2.91282 -1.56745
C 3.26451 4.18783 -1.53473
C 4.99835 2.97221 -2.81937
C 3.24476 1.66895 -1.55638
C 3.63229 0.44091 -2.16957
C 2.91760 -0.70866 -1.98525
N 1.79750 -0.76924 -1.17615
C 1.41293 0.40898 -0.56877
C 2.07419 1.58743 -0.73253
C -1.10742 0.45195 -0.34830
C -1.75329 1.68569 -0.29744
C -3.01303 1.85123 -0.85041
C -3.57599 0.73707 -1.47114
C -2.85961 -0.44594 -1.51991
N -1.65400 -0.59604 -0.97880
C -3.71459 3.20790 -0.81504
C -3.48383 3.90117 0.53253
C -5.22566 3.06962 -1.02675
C -3.12630 4.07588 -1.93689
H 5.62167 3.84281 -0.25521
H 5.72645 2.07177 -0.36369
H 4.43295 2.82023 0.58025
H 3.90096 5.07137 -1.65001
H 2.72919 4.29014 -0.58891
H 2.53054 4.17998 -2.34417
H 5.57488 3.90283 -2.83082
H 4.38527 2.93277 -3.72326
H 5.71007 2.14536 -2.85363
H 4.49850 0.39383 -2.81962
H 3.19951 -1.62580 -2.49149
H 1.70078 2.45281 -0.19385
H -1.24242 2.49866 0.20342
H -4.56164 0.77380 -1.91344
H -3.26851 -1.31826 -2.02107
H -3.82336 3.27043 1.35704
H -4.04107 4.84059 0.56262
H -2.43246 4.13620 0.69938
H -5.66065 2.37538 -0.30439
H -5.46581 2.71789 -2.03126
H -5.70379 4.04280 -0.89556
H -2.04716 4.18468 -1.81311
H -3.57961 5.07136 -1.92870
H -3.30843 3.61951 -2.91245
C 0.21565 0.18828 0.31619
C 0.33077 0.52706 1.74609
C 1.59024 0.63388 2.35558
C 1.71522 0.90663 3.70700
C 0.58925 1.07979 4.50307
C -0.66623 0.95345 3.92353
C -0.79449 0.67629 2.57215
H 2.47522 0.48309 1.75091
H 2.70381 0.97041 4.14687
H 0.68904 1.28629 5.56154
H -1.55552 1.04836 4.53560
H -1.78254 0.53050 2.15338
N 2.56135 -4.18786 -0.84570
C 1.36087 -4.81455 -0.74500
N 0.24359 -4.18261 -0.61613
C -0.84368 -5.04560 -0.56709
C -2.16447 -4.66820 -0.35949
C -3.13312 -5.65565 -0.32161
C -2.80121 -7.00327 -0.47625
C -1.48427 -7.38982 -0.65881
C -0.51557 -6.39755 -0.69957
S 1.21501 -6.55471 -0.88030
H 2.50697 -3.19976 -0.59299
H 3.34832 -4.67003 -0.44167
H -2.38820 -3.62011 -0.19185
H -4.16573 -5.37886 -0.15101
H -3.57642 -7.75795 -0.43957
H -1.22075 -8.43525 -0.75604
F -1.64067 -2.64947 4.65867
C -0.44556 -3.03607 4.19238
F -0.35229 -4.36569 4.42750
F 0.48349 -2.44090 4.95220
C -0.23981 -2.74199 2.68291
O 0.92498 -2.90532 2.28480
O -1.25400 -2.39986 2.04268
*
```

Calculated values
E_LUMO (alpha / beta) in eV: 2.3 / 2.3
Relative energy (zero: lowest compared OMol25 entry of this formula, charge and spin) in kcal/mol: 0.0
Molecular weight in g/mol: 817.7
Calculated total energy in eV: -68563.259
Strongest force on any atom in eV/A: 0.63
Orbital gap (alpha / beta) in eV: 3.61 / 7.29
HOMO (alpha / beta) in eV: -1.31 / -4.99

Record 4
The following is a DFT calculation (wB97M-V/def2-TZVPD) of a structure of composition C7H14.

Geometry as ORCA input:
```
! wB97M-V def2-TZVPD RIJCOSX def2/J DEFGRID3
* xyz 0 1
C -1.70603 -1.47866 -0.46658
C -0.72892 -0.40716 -0.92626
C -1.09696 1.01303 -0.67604
C -0.06852 1.64164 0.80061
C 0.38408 0.05595 -0.02325
C 0.53978 -0.75745 1.25446
C 1.70864 0.26610 -0.73550
H -1.23680 -2.46670 -0.37543
H -2.52121 -1.56217 -1.19365
H -2.15656 -1.20848 0.49252
H -0.34742 -0.61557 -1.93137
H -0.57890 1.62452 -1.43189
H -0.22851 2.63474 0.38406
H 0.95785 1.68800 1.21410
H -0.75494 1.48771 1.62985
H 1.30910 -0.32046 1.90191
H 0.85169 -1.77337 0.98557
H -0.38875 -0.82804 1.82592
H 1.57655 0.77345 -1.69616
H 2.40110 0.85757 -0.12398
H 2.18091 -0.70482 -0.92755
*
```

Calculated values
E_LUMO in eV: 0.9
Relative energy (zero: lowest compared OMol25 entry of this formula, charge and spin) in kcal/mol: 114.1
Molecular weight in g/mol: 98.2
Calculated total energy in eV: -7481.345
Strongest force on any atom in eV/A: 0.40
Orbital gap in eV: 8.38
HOMO in eV: -7.53

Record 5
The following is a DFT calculation (wB97M-V/def2-TZVPD) of a structure of composition C21H38AsF6N6O6 at a distorted geometry.

Geometry as ORCA input:
```
! wB97M-V def2-TZVPD RIJCOSX def2/J DEFGRID3
* xyz 3 1
N -1.42260 0.99123 0.45936
O -1.32349 -0.24779 0.57453
O -1.17189 1.75066 1.41855
O -1.80628 1.48708 -0.63901
C -2.72153 5.13240 1.61787
C -1.62903 5.67683 0.74811
O -1.59033 6.79204 0.37647
N -0.42935 4.81185 0.38015
H -0.31848 3.90980 0.88628
H -0.67849 4.58020 -0.59071
C 0.84901 5.60676 0.32950
H -2.82751 4.06403 1.48081
H -3.62788 5.67534 1.38056
H -2.40938 5.34581 2.64282
H 1.09483 5.85930 1.35397
H 0.80810 6.39950 -0.40212
H 1.61032 4.89813 -0.00213
C 0.33915 2.22251 4.70184
C 0.04617 0.78353 4.92369
O -0.06661 0.24340 5.94842
N -0.45864 0.03758 3.68058
H -0.63406 0.70029 2.90869
H 0.25559 -0.55220 3.23666
C -1.71489 -0.70256 3.95361
H -0.18229 2.81372 5.45638
H 0.06633 2.71648 3.76725
H 1.41792 2.38918 4.76536
H -2.44926 0.05482 4.21382
H -1.51318 -1.36584 4.78646
H -2.04806 -1.22301 3.06471
C -5.24828 -0.42014 -3.80740
C -3.89575 -0.54801 -3.17366
O -2.96142 -1.14398 -3.58257
N -3.75343 -0.02095 -1.75054
H -2.85422 0.48644 -1.56272
H -4.51008 0.60850 -1.47606
C -3.77604 -1.18543 -0.81313
H -5.87422 0.30071 -3.28517
H -5.71966 -1.40101 -3.71549
H -5.10897 -0.15941 -4.85172
H -4.56217 -1.89338 -1.07526
H -3.97792 -0.83914 0.19466
H -2.82603 -1.69807 -0.84723
C 0.90139 -7.51627 0.07614
N 1.14015 -6.18164 -0.52920
C 1.25860 -6.04230 -1.85685
C 1.58388 -4.82020 -2.40846
C 1.77757 -3.71427 -1.59742
C 1.74244 -3.91279 -0.22492
C 1.40324 -5.14138 0.27937
C 2.17211 -2.39452 -2.16025
C 3.40300 -2.32312 -2.80526
C 3.91057 -1.09040 -3.12138
N 3.18666 0.01412 -2.92841
C 1.96574 -0.04951 -2.37139
C 1.46214 -1.21349 -1.87166
C 3.76714 1.31770 -3.22375
H 1.41957 -7.62089 1.01959
H 1.14887 -8.30148 -0.62927
H -0.17818 -7.58008 0.23528
H 0.95256 -6.85640 -2.50150
H 1.61152 -4.73307 -3.48702
H 1.91672 -3.09850 0.46635
H 1.29413 -5.34511 1.33497
H 4.04198 -3.18232 -2.95359
H 4.93410 -0.99078 -3.45539
H 1.48058 0.90631 -2.23913
H 0.48761 -1.31943 -1.41597
H 3.95218 1.86296 -2.29351
H 3.13326 1.94716 -3.84041
H 4.74888 1.18624 -3.66776
As 2.74084 1.88146 1.50839
F 4.23814 1.21538 1.89946
F 2.74399 0.98866 0.01207
F 1.18969 2.64793 1.11860
F 2.77283 2.73189 2.99539
F 3.42277 3.23514 0.69930
F 1.87736 0.55579 2.26145
*
```

Calculated values
E_LUMO in eV: -8.8
Molecular weight in g/mol: 659.5
Calculated total energy in eV: -120738.302
Strongest force on any atom in eV/A: 2.08
Orbital gap in eV: 8.48
HOMO in eV: -17.33

What is the formula in the fifth record? C21H38AsF6N6O6

calculated total energy of number 1 (C7H11NO2S2)? -34689.365 eV

What is the calculated total energy in the first record? -34689.365 eV

calculated total energy of number 3 (C34H35AuF3N4O2S)? -68563.259 eV